# C9H14ClN

The molecule C9H14ClN (wB97M-V/def2-TZVPD, OMol25).

**DFT total energy**: -23568.2108 eV
**Energy relative to the best compared isomer or geometry (same formula, charge and spin)**: 269.9 kJ/mol
**HOMO level**: -7.69 eV
**F_max**: 0.110 Eh/bohr
**E_LUMO**: 0.8 eV
**Gap between HOMO and LUMO**: 8.5 eV

```
! wB97M-V def2-TZVPD RIJCOSX def2/J DEFGRID3
* xyz 0 1
Cl 4.0109 0.6466 -0.3472
N 1.2831 2.9569 0.3725
C -0.1741 -0.8352 1.8133
C -0.2060 0.9214 -0.1354
C 1.6387 -0.8667 0.0607
C -1.6305 1.3521 0.3589
C 2.0511 -2.2897 0.1780
C -0.2949 1.0588 -1.6687
C 0.1417 -0.5428 0.3132
C 2.4672 0.1194 -0.1363
C 0.9443 1.7864 0.1796
H -1.1774 -1.2752 1.8578
H -1.9503 0.7565 1.2009
H -0.6773 0.1179 -2.0062
H -0.5382 -1.1176 -0.4410
H 0.5545 -1.6435 2.1814
H -1.0340 1.7674 -1.8821
H 2.9282 -2.5097 -0.3762
H 1.2833 -2.9654 -0.3009
H -1.7846 2.3661 0.5712
H -2.3192 1.0458 -0.4967
H 0.5656 3.7675 0.3323
H 0.6964 1.3156 -1.9575
H -0.2357 0.1203 2.3969
H 2.0730 -2.4856 1.2781
*
```

The computed Mulliken charges, all in e, follow:
1 Cl -0.191
2 N -0.644
3 C -1.224
4 C 1.294
5 C 0.177
6 C -1.547
7 C -1.547
8 C -2.060
9 C 0.755
10 C -0.007
11 C -0.196
12 H 0.321
13 H 0.390
14 H 0.402
15 H 0.356
16 H 0.241
17 H 0.597
18 H 0.453
19 H 0.295
20 H 0.386
21 H 0.370
22 H 0.260
23 H 0.502
24 H 0.328
25 H 0.289